1.
{
  "formula": "C14H33O5PRuS5",
  "method": "wB97M-V/def2-TZVPD",
  "multiplicity": 2,
  "gap_ev": [7.75, 6.34],
  "charge": 1,
  "relative_energy_kcal_mol": 4.96,
  "lumo_energy_ev": [-3.0220, -4.4172],
  "elements": ["Ru", "S", "C", "S", "S", "C", "O", "P", "O", "C", "O", "C", "H", "H", "H", "H", "H", "H", "H", "H", "H", "O", "S", "C", "C", "C", "C", "H", "H", "H", "H", "H", "H", "H", "H", "C", "S", "C", "H", "H", "H", "H", "H", "H", "C", "C", "O", "C", "C", "H", "H", "H", "H", "H", "H", "H", "H", "H", "H"],
  "xyz": [[-0.2580, 0.0127, -0.1594], [2.3556, 1.7865, 3.0154], [1.4030, 0.9710, 1.9946], [-0.3226, 0.6689, 2.1127], [1.9004, 0.1941, 0.4818], [0.0520, 1.7943, -3.6804], [-0.5634, 0.5096, -3.5626], [-0.0843, -0.5734, -2.4763], [-1.0146, -1.7895, -2.9209], [-2.4347, -1.6852, -3.0922], [1.2579, -1.1714, -3.0686], [2.5945, -0.8647, -2.6473], [0.2911, 1.9501, -4.7300], [0.9613, 1.8650, -3.0819], [-0.6565, 2.5531, -3.3530], [-2.7718, -2.6688, -3.4072], [-2.6627, -0.9543, -3.8654], [-2.9096, -1.4107, -2.1518], [3.0620, -1.7825, -2.2983], [2.6056, -0.1166, -1.8586], [3.1360, -0.4894, -3.5124], [-0.1526, 2.1243, -0.5340], [-0.9226, 3.4136, -0.2578], [-0.0914, 4.6245, -1.3295], [0.1492, 5.8515, -0.4650], [0.6748, 5.3127, 0.8622], [-0.2480, 4.1664, 1.2652], [-0.6907, 4.7952, -2.2205], [0.8465, 4.1318, -1.5938], [-0.7829, 6.4012, -0.3151], [0.8501, 6.5281, -0.9530], [0.6933, 6.0782, 1.6363], [1.6926, 4.9362, 0.7458], [-1.1129, 4.4946, 1.8417], [0.2453, 3.3616, 1.8080], [0.5588, -2.6829, 1.9542], [-0.2360, -2.2158, 0.4169], [0.1829, -3.5940, -0.6596], [1.5781, -3.0155, 1.7672], [-0.0271, -3.4729, 2.4181], [0.5685, -1.8024, 2.5907], [-0.4763, -4.4203, -0.4042], [1.2228, -3.8808, -0.5121], [0.0200, -3.2966, -1.6902], [-3.2754, 1.4884, -1.6106], [-3.3961, 1.0160, -0.1839], [-2.6593, -0.2083, 0.0186], [-3.2262, -1.0183, 1.0728], [-4.0364, -2.1488, 0.4857], [-3.6758, 2.4994, -1.6914], [-3.8318, 0.8471, -2.2917], [-2.2354, 1.5106, -1.9375], [-4.4443, 0.8280, 0.0573], [-3.0210, 1.7627, 0.5249], [-3.8337, -0.3734, 1.7105], [-2.4043, -1.3883, 1.6835], [-4.8781, -1.7737, -0.0978], [-4.4330, -2.7770, 1.2837], [-3.4138, -2.7696, -0.1596]],
  "forces_ev_per_a": [[0.724, -0.243, 0.106], [-0.008, -0.004, -0.097], [-0.274, -0.290, -0.026], [0.194, 0.167, 0.108], [-0.254, 0.244, 0.049], [0.048, -0.005, -0.045], [-0.070, -0.076, 0.179], [-0.237, 0.193, -0.044], [0.049, 0.015, 0.021], [0.000, 0.020, -0.004], [0.102, -0.099, 0.106], [0.002, 0.041, -0.052], [0.024, -0.010, 0.017], [0.000, 0.028, 0.021], [0.016, 0.025, 0.004], [-0.010, 0.011, 0.004], [-0.015, 0.013, 0.002], [-0.024, 0.011, -0.004], [0.001, 0.014, 0.033], [0.030, 0.005, -0.047], [-0.003, -0.010, -0.006], [-0.037, -0.298, -0.441], [0.074, 0.194, 0.276], [-0.030, -0.082, 0.064], [-0.016, 0.030, -0.008], [0.014, -0.005, 0.040], [-0.014, -0.073, -0.039], [-0.028, 0.008, -0.003], [-0.006, 0.001, -0.040], [-0.001, 0.006, 0.004], [0.006, -0.010, 0.011], [0.017, -0.008, 0.004], [-0.003, 0.019, -0.038], [-0.009, 0.032, -0.025], [-0.032, 0.008, 0.037], [0.234, 0.119, -0.027], [-0.887, -0.175, 0.070], [0.354, 0.103, -0.066], [0.004, 0.035, -0.024], [0.010, -0.036, -0.036], [-0.028, -0.021, 0.036], [0.021, -0.016, 0.031], [0.010, 0.022, -0.011], [-0.043, -0.049, 0.027], [0.032, 0.000, -0.049], [-0.043, 0.002, 0.072], [0.138, 0.228, -0.312], [0.031, 0.046, 0.146], [0.011, -0.015, 0.020], [-0.038, -0.006, 0.003], [-0.003, -0.027, -0.001], [-0.001, -0.009, 0.005], [0.013, -0.013, -0.007], [-0.016, -0.044, -0.012], [0.004, -0.021, 0.008], [-0.028, -0.007, -0.044], [-0.003, 0.012, -0.022], [-0.016, 0.004, 0.012], [0.011, -0.001, 0.010]]
}

=====

2.
{
  "formula": "CH26NO14",
  "method": "wB97M-V/def2-TZVPD",
  "gap_ev": 9.90,
  "charge": -1,
  "relative_energy_kcal_mol": 64.77,
  "lumo_energy_ev": 2.4029,
  "elements": ["N", "C", "O", "O", "H", "H", "H", "H", "O", "H", "H", "O", "H", "H", "O", "H", "H", "O", "H", "H", "O", "H", "H", "O", "H", "H", "O", "H", "H", "O", "H", "H", "O", "H", "H", "O", "H", "H", "O", "H", "H", "O"],
  "xyz": [[0.6044, 0.4880, 0.8166], [-0.4141, 0.2705, -0.1066], [-0.7149, -0.9180, -0.3596], [-1.0111, 1.3057, -0.5189], [1.0116, 1.4250, 0.8602], [1.2455, -0.2497, 1.0624], [0.8066, 3.4458, -0.9218], [-0.2465, 2.7112, -0.1681], [0.3921, 3.4707, -0.0701], [-3.6845, 0.9004, 1.0549], [-2.8592, 0.5493, -0.1158], [-3.6725, 0.2319, 0.3579], [-3.3511, -1.3825, 1.0396], [-2.7743, -2.9072, 0.9105], [-3.5300, -2.3161, 0.9755], [2.1379, -1.7744, 2.2596], [1.8262, -1.4000, 3.6791], [2.4875, -1.8365, 3.1600], [3.9802, -1.5023, -0.6482], [3.5323, -0.1489, -0.9753], [3.6298, -0.7316, -0.1870], [0.4792, -2.2347, -2.6868], [-0.3215, -1.0928, -2.0861], [0.1363, -1.3720, -2.9030], [-0.8004, 1.6986, -3.1939], [0.2518, 0.6665, -3.6014], [-0.0089, 1.5646, -3.7463], [1.3986, 3.8836, 1.3484], [0.4778, 3.6277, 2.5914], [1.3642, 3.8951, 2.3190], [-2.0135, -2.4329, -2.0639], [-3.1364, -2.7256, -1.1486], [-2.9077, -2.8133, -2.0935], [-0.2922, -2.7450, 1.7538], [-0.6306, -2.5129, 0.2965], [-0.7423, -3.1674, 1.0080], [2.2577, 0.7820, -2.8895], [2.6260, 2.3454, -2.8326], [2.5593, 1.5206, -2.3603], [-0.4843, 0.1865, 3.9249], [0.1248, 0.6048, 2.6389], [0.2660, 0.6900, 3.6198]],
  "forces_ev_per_a": [[0.387, 0.616, 0.434], [0.094, 0.476, 0.709], [-0.063, 0.014, -0.711], [-0.266, -0.495, -0.231], [-0.192, -0.441, -0.152], [-0.012, -0.027, -0.551], [0.505, 0.101, -0.796], [-0.029, 0.063, 0.115], [-0.494, -0.110, -0.016], [-0.387, -0.098, 0.105], [-0.532, -0.553, -0.053], [1.054, 1.221, -0.071], [0.719, 0.549, -0.393], [0.591, 0.716, 0.446], [-1.308, -1.783, -0.076], [0.363, -0.095, 0.177], [-0.564, 0.663, 0.591], [0.260, -0.512, -0.781], [0.060, -0.371, 0.492], [-0.238, 0.191, 1.001], [0.055, 0.290, -1.434], [0.228, -0.379, 0.056], [0.059, -0.004, 0.264], [-0.093, 0.481, -0.360], [0.546, -0.241, -0.145], [-0.083, -1.088, 0.217], [-0.697, 1.240, -0.134], [-0.714, -0.165, 0.344], [0.248, 0.009, -0.420], [0.568, 0.191, 0.666], [-0.362, -0.062, -0.432], [-0.480, 0.028, -0.275], [0.650, 0.170, 0.729], [-0.257, -0.225, -0.169], [-0.061, 0.315, 0.153], [0.370, -0.416, 0.295], [-0.289, 0.496, -0.546], [-0.318, -0.165, -0.721], [0.779, -0.502, 1.456], [-0.432, -0.188, 0.609], [0.516, 0.374, 0.579], [-0.182, -0.281, -0.968]]
}

=====

3.
{
  "formula": "C6H17NO",
  "method": "wB97M-V/def2-TZVPD",
  "multiplicity": 2,
  "gap_ev": [12.40, 7.54],
  "charge": 1,
  "relative_energy_kcal_mol": 28.21,
  "lumo_energy_ev": [-2.8022, -7.6594],
  "elements": ["C", "N", "C", "C", "C", "C", "C", "H", "H", "H", "H", "H", "H", "H", "H", "H", "H", "H", "H", "H", "H", "H", "H", "H", "O"],
  "xyz": [[1.4227, -0.2223, -0.7871], [0.1944, 0.0279, -0.0671], [-0.0688, -0.7835, 1.1072], [-0.3353, 0.1102, 2.4067], [-1.7659, 0.3713, 2.7062], [2.0265, 1.1501, -1.2825], [1.8487, 1.3196, -2.8413], [2.0921, -0.7639, -0.1218], [1.3174, -0.8449, -1.6927], [-0.6325, -0.0602, -0.6626], [0.7568, -1.4469, 1.4259], [-0.9039, -1.3983, 0.7972], [0.1366, 1.0483, 2.0344], [0.2911, -0.2474, 3.2208], [-2.2294, 1.0180, 1.9187], [-2.3564, -0.5651, 2.6702], [-1.8211, 0.8770, 3.6713], [3.0813, 0.9494, -1.0946], [1.4261, 1.9538, -0.8347], [2.4740, 0.5913, -3.3259], [1.9935, 2.3522, -3.1051], [0.8022, 0.9897, -2.9986], [-3.8644, -1.7476, -1.2082], [-2.8115, -2.7112, -1.2531], [-3.0744, -1.9675, -0.6834]],
  "forces_ev_per_a": [[0.444, 0.900, 0.054], [0.218, -3.707, -0.898], [0.376, 0.125, 1.661], [1.218, 0.931, -2.136], [-1.260, -0.077, -0.641], [-0.470, -0.880, -1.676], [-1.326, -1.172, 2.183], [0.048, 0.293, 0.076], [-0.708, 0.110, 0.324], [-0.143, 1.298, -0.096], [-0.003, 0.550, -0.913], [-0.639, -0.122, 0.365], [-0.153, -0.233, 0.967], [-0.279, -0.265, 0.007], [0.406, -0.321, 0.709], [0.248, 0.474, 0.515], [-0.401, -0.132, -0.085], [0.019, 1.314, 0.633], [1.221, -0.003, 0.495], [0.442, 0.120, -0.555], [0.175, 0.132, -0.453], [0.374, 0.586, -0.547], [-0.027, 0.572, 0.692], [0.492, -0.061, 0.615], [-0.273, -0.432, -1.295]]
}